1.
Entry from the OMol25 dataset: a molecular structure, C31H68MgN7O13 at a distorted geometry (wB97M-V/def2-TZVPD).

Geometry as XYZ:
```
120
Properties=species:S:1:pos:R:3:mulliken_charge:R:1
Mg -0.6192 0.4252 4.6988 1.17
C 0.5632 0.5184 -1.5431 -0.82
C 0.2845 0.5272 -0.0202 0.77
O 0.3932 1.5394 0.7191 -0.47
O -0.0700 -0.5485 0.5585 -0.51
H -0.3901 0.1372 -1.9093 0.28
H 1.3712 -0.1831 -1.7507 0.26
H 0.7635 1.4774 -2.0208 0.31
C 0.7677 1.7116 -9.8106 0.18
O 1.5107 1.9983 -8.8099 -0.64
N -0.5619 1.7813 -9.7675 0.12
C -1.4048 1.1412 -10.7472 -0.94
C -1.3083 2.4111 -8.6445 -0.91
H 1.1878 1.3496 -10.7618 0.29
H -1.8018 0.1979 -10.3723 0.30
H -0.8338 1.0244 -11.6683 0.33
H -2.1814 1.8229 -11.0940 0.33
H -2.1634 2.9860 -8.9999 0.33
H -1.6816 1.6535 -7.9554 0.32
H -0.7068 3.1312 -8.0898 0.30
C 5.1271 4.6473 -3.1474 0.21
O 4.6820 5.7537 -2.9183 -0.58
N 5.4219 3.7102 -2.2455 0.09
C 6.1132 2.4580 -2.6207 -0.84
C 5.3466 3.9666 -0.8318 -0.92
H 5.2269 4.2318 -4.1621 0.25
H 5.7107 1.5495 -2.1728 0.26
H 7.1214 2.5780 -2.2241 0.35
H 6.2449 2.4159 -3.7019 0.28
H 4.7907 3.1603 -0.3534 0.31
H 6.3066 3.9072 -0.3189 0.32
H 4.8062 4.8798 -0.5825 0.30
C -6.0547 3.0127 3.6283 0.19
O -5.0735 2.2898 3.4848 -0.67
N -6.6271 3.7512 2.7633 0.09
C -6.2573 3.6651 1.3613 -0.93
C -7.8294 4.6088 2.9632 -0.82
H -6.4857 3.1481 4.6323 0.27
H -5.3031 3.1492 1.2537 0.29
H -6.1913 4.6887 0.9926 0.33
H -7.0507 3.1312 0.8382 0.33
H -7.5343 5.6576 2.9337 0.31
H -8.5686 4.4430 2.1794 0.30
H -8.2929 4.4671 3.9395 0.31
C 0.6509 5.6343 7.7260 0.19
O 0.5094 4.5920 7.0776 -0.67
N 1.4767 6.5912 7.4470 0.12
C 1.4905 7.7811 8.2388 -0.90
C 2.4411 6.5835 6.2900 -0.84
H -0.0579 5.8962 8.5267 0.23
H 2.3098 7.6281 8.9412 0.37
H 0.5829 7.9181 8.8267 0.28
H 1.7411 8.6908 7.6931 0.29
H 2.3701 5.6476 5.7357 0.27
H 2.3590 7.4579 5.6444 0.31
H 3.4564 6.6582 6.6793 0.34
C -2.7977 9.4970 2.3780 0.06
O -3.5912 10.1691 2.9591 -0.55
N -2.4807 9.6460 1.0842 0.04
C -1.6848 8.6561 0.4351 -0.85
C -3.3389 10.4870 0.2742 -0.99
H -2.1620 8.7432 2.8676 0.32
H -2.1355 7.6637 0.4257 0.31
H -0.7564 8.5150 0.9885 0.33
H -1.3942 8.9883 -0.5615 0.30
H -2.6095 11.0254 -0.3309 0.40
H -4.1250 9.8640 -0.1526 0.31
H -3.7404 11.2989 0.8806 0.33
C 5.2835 -0.5088 5.3449 0.15
O 4.1568 -0.7922 5.0731 -0.61
N 6.3273 -0.9085 4.6233 0.04
C 6.1865 -1.7345 3.4230 -0.90
C 7.6570 -0.9993 5.2899 -0.89
H 5.4760 0.0829 6.2532 0.34
H 5.2189 -1.6352 2.9310 0.29
H 6.3059 -2.8103 3.5519 0.32
H 6.9555 -1.3313 2.7641 0.33
H 8.4407 -0.5896 4.6527 0.30
H 7.7067 -0.3658 6.1755 0.32
H 7.9292 -2.0161 5.5728 0.31
C 3.7600 -4.3547 -7.2051 0.22
O 3.6531 -4.5219 -8.4611 -0.64
N 3.8548 -5.3476 -6.3410 0.06
C 3.9651 -5.1836 -4.9346 -0.93
C 3.6339 -6.7393 -6.7268 -0.93
H 3.7515 -3.4103 -6.6393 0.28
H 4.5655 -4.2945 -4.7426 0.36
H 4.4439 -6.0739 -4.5269 0.30
H 2.9616 -5.1506 -4.5104 0.32
H 4.4942 -7.3726 -6.5102 0.30
H 2.7177 -7.0983 -6.2580 0.34
H 3.4487 -6.7609 -7.8007 0.32
O 1.4397 -9.8532 -0.8016 -0.56
C 1.8487 -10.1267 0.3171 0.68
O 1.6136 -9.4698 1.4335 -0.27
C 0.7550 -8.3042 1.4419 -0.24
C 0.9405 -7.5271 2.7777 -1.05
C 2.6718 -11.4499 0.5618 -0.96
H -0.2545 -8.7127 1.3958 0.25
H 0.9522 -7.6976 0.5580 0.32
H 1.6654 -6.7267 2.6300 0.29
H 1.2648 -8.0886 3.6539 0.32
H 0.0597 -6.9458 3.0503 0.33
H 3.7198 -11.3273 0.8352 0.27
H 2.6529 -12.2250 -0.2042 0.33
H 2.0281 -11.9339 1.2963 0.29
O -8.6113 -8.5205 2.1100 -0.56
C -8.7698 -8.0560 1.0003 0.79
O -7.9724 -7.1624 0.4180 -0.34
C -6.7397 -6.7007 1.0374 -0.30
C -6.7806 -5.2436 1.4662 -0.99
C -9.7870 -8.6231 0.0502 -1.01
H -6.0233 -6.8541 0.2303 0.30
H -6.3594 -7.3661 1.8125 0.35
H -6.9416 -5.3769 2.5359 0.27
H -7.5574 -4.6867 0.9422 0.31
H -5.8140 -4.7664 1.3045 0.31
H -10.5144 -7.8695 -0.2512 0.29
H -10.4448 -9.4252 0.3850 0.33
H -9.1982 -9.0492 -0.7621 0.26
```

Its LUMO energy is -8.392 eV. The total charge is +1. The calculation puts the total energy at -2782.9670 hartree. For the HOMO-LUMO gap, the calculation gives 0.072 Ha.

2.
Entry from the OMol25 dataset: 2 unconnected molecules or ions with the total composition C2H8NO2P at a distorted geometry (wB97M-V/def2-TZVPD).

Geometry as XYZ:
```
14
Properties=species:S:1:pos:R:3:mulliken_charge:R:1
C -1.2769 0.3610 -0.2173 -0.68
C 0.3066 -0.2509 1.0298 -0.71
N -2.0522 -0.7552 -0.5254 -0.44
O 2.7450 -1.1414 -0.0867 -0.63
O 2.1368 1.3821 -0.2235 -0.49
P 1.6465 -0.1746 -0.2014 0.79
H -1.8596 0.9958 0.3644 0.30
H -0.7832 0.9246 -0.9406 0.49
H 0.1253 -1.2624 1.4068 0.37
H 0.4376 0.7026 1.7044 0.23
H -2.3869 -1.2564 0.2531 0.24
H 1.5845 1.9681 0.1668 0.30
H -1.6502 -1.1609 -1.3410 0.23
H 1.0265 -0.3325 -1.3894 -0.03
```

For the energy above the lowest of the compared OMol25 structures with the same formula, charge and spin, the calculation gives 67.3 kcal/mol. Its LUMO energy is 0.653 eV. The calculation puts the total energy at -627.5488 hartree. For the HOMO-LUMO gap, the calculation gives 0.351 Ha.

3.
Entry from the OMol25 dataset: 2 unconnected molecules or ions with the total composition C4H10SSi2 at a distorted geometry (wB97M-V/def2-TZVPD).

Geometry as XYZ:
```
17
Properties=species:S:1:pos:R:3:mulliken_charge:R:1
C -2.6159 -0.7527 -0.2694 -0.36
C 3.0525 -0.8509 1.2232 -0.39
C -1.3993 -0.1960 -0.3064 -0.18
C 1.2195 -0.3789 0.1308 -0.48
Si -4.2207 -0.1454 0.5791 0.40
Si 4.1276 0.0024 -0.0709 0.41
S 0.0158 -1.2338 -0.6751 -0.04
H -2.6293 -1.8149 -0.4945 0.27
H 3.1160 -1.8964 1.2458 0.26
H -1.3367 0.8765 -0.0689 0.29
H 1.2316 0.6751 0.2459 0.43
H -4.4438 -1.3198 1.5414 -0.07
H -5.1128 0.0991 -0.5158 -0.10
H -4.0354 1.0810 1.3542 -0.12
H 5.1903 -0.9966 -0.6102 -0.11
H 5.0472 1.1030 0.3088 -0.13
H 3.2141 0.6862 -1.1389 -0.09
```

For the energy above the lowest of the compared OMol25 structures with the same formula, charge and spin, the calculation gives 125.8 kcal/mol. Its LUMO energy (spin up / spin down) is -0.530 / -1.287 eV. The calculation puts the total energy at -1135.2628 hartree. For the HOMO-LUMO gap (spin up / spin down), the calculation gives 0.298 / 0.224 Ha.